Entry from OMol25: C16H25CoN8S2 as an isolated structure at a distorted geometry (the ωB97M-V functional and the def2-TZVPD basis).

energy relative to the best compared isomer or geometry (same formula, charge and spin)	0.0	kcal/mol
HOMO level	-13.7	eV
net charge	+2
orbital gap	7.75	eV
total energy	-88205.5245	eV

Last column: natural (NBO) charge in e.
Positions of all 52 atoms, in Å:
1 Co -0.67 -0.36 -0.19  0.86
2 C 1.63 -0.15 3.39  -0.69
3 C 0.62 -0.08 2.30  0.26
4 N 0.84 -0.44 1.08  -0.23
5 N 2.08 -0.88 0.75  -0.42
6 C 2.20 -1.18 -0.51  0.31
7 N 3.39 -1.59 -0.97  -0.75
8 S 0.89 -1.09 -1.65  -0.15
9 C -0.73 0.44 2.53  0.15
10 C -1.14 1.02 3.72  -0.20
11 C -2.41 1.56 3.80  -0.11
12 C -3.24 1.50 2.69  -0.23
13 C -2.77 0.89 1.55  0.08
14 N -1.54 0.37 1.47  -0.48
15 H 2.58 -0.49 3.01  0.28
16 H 1.29 -0.82 4.18  0.25
17 H 1.77 0.84 3.84  0.25
18 H 4.17 -1.65 -0.34  0.43
19 H 3.51 -1.84 -1.94  0.42
20 H -0.47 1.05 4.57  0.25
21 H -2.75 2.02 4.72  0.25
22 H -4.24 1.92 2.71  0.25
23 H -3.39 0.82 0.66  0.20
24 N -1.16 -2.22 0.42  -0.76
25 C -2.29 -2.76 -0.39  -0.24
26 C -2.12 -2.20 -1.77  -0.25
27 N -2.00 -0.74 -1.62  -0.77
28 H -0.32 -2.75 0.25  0.42
29 H -1.37 -2.31 1.41  0.41
30 H -3.22 -2.40 0.05  0.21
31 H -2.31 -3.85 -0.39  0.24
32 H -2.94 -2.49 -2.43  0.23
33 H -1.20 -2.57 -2.21  0.23
34 H -2.90 -0.33 -1.36  0.40
35 H -1.75 -0.28 -2.49  0.43
36 C -0.54 5.74 -3.81  -0.67
37 C -1.13 4.42 -3.49  0.35
38 C -2.17 3.83 -4.16  -0.33
39 C -2.62 2.58 -3.73  0.36
40 N -2.06 1.92 -2.71  -0.55
41 C -1.04 2.49 -2.06  0.31
42 S -0.21 1.85 -0.71  -0.07
43 N -0.60 3.73 -2.45  -0.51
44 C -3.76 1.90 -4.41  -0.66
45 H -1.12 6.25 -4.57  0.26
46 H 0.48 5.61 -4.19  0.26
47 H -0.48 6.37 -2.92  0.26
48 H -2.63 4.33 -5.00  0.26
49 H 0.16 4.13 -1.93  0.45
50 H -4.26 2.56 -5.12  0.25
51 H -4.48 1.54 -3.68  0.25
52 H -3.39 1.03 -4.96  0.26